Molecular formula: BrCrH38O23S
Method: DFT, the ωB97M-V functional and the def2-TZVPD basis

Geometry as XYZ:
```
64
BrCrH38O23S | the Open Molecules 2025 dataset | the ωB97M-V functional and the def2-TZVPD basis
Cr 2.752 3.718 16.194
Br 5.457 2.535 15.936
S 0.638 2.183 14.473
O 1.585 1.900 13.358
O 0.086 3.538 14.436
O -0.349 1.158 14.807
O 1.604 2.312 15.758
O 7.555 5.425 16.385
H 6.910 4.631 16.321
H 7.230 5.944 15.644
O 4.767 1.354 12.102
H 3.938 1.116 11.704
H 5.046 0.540 12.572
O 9.729 3.835 17.111
H 10.270 4.549 17.456
H 8.966 4.355 16.831
O 2.708 3.683 18.548
H 1.828 3.928 18.960
H 3.151 2.851 18.920
O 2.709 4.226 13.984
H 1.809 4.512 13.700
H 3.168 3.640 13.346
O 6.301 3.535 12.709
H 6.722 3.134 13.524
H 5.623 2.973 12.351
O 2.272 -2.273 12.365
H 2.893 -1.922 13.021
H 2.563 -3.108 12.003
O 5.573 -2.176 18.035
H 5.663 -2.425 17.110
H 5.985 -1.295 18.149
O 3.664 1.124 19.263
H 3.132 0.396 18.929
H 4.563 0.993 18.901
O 0.564 5.296 16.905
H 0.258 5.265 15.996
H 0.348 4.465 17.289
O 6.330 -0.650 14.752
H 7.073 0.002 14.714
H 5.593 -0.039 14.927
O 3.962 5.349 16.646
H 3.993 5.483 17.606
H 4.116 6.147 16.155
O 5.948 5.818 18.964
H 6.361 5.164 19.531
H 6.576 5.822 18.233
O 3.708 5.086 10.696
H 2.792 4.747 10.809
H 3.983 5.461 11.546
O 0.915 0.631 17.906
H 0.063 0.155 17.746
H 0.832 1.270 17.183
O 5.720 6.036 14.481
H 6.364 6.332 13.843
H 5.484 5.247 13.929
O 8.269 1.107 17.091
H 7.457 1.553 16.810
H 8.934 1.802 16.996
O 6.991 0.090 19.071
H 7.093 0.185 20.014
H 7.721 0.507 18.537
O 3.111 -0.679 15.453
H 2.476 -0.201 14.869
H 2.892 -0.283 16.285
```

The value obtained for the HOMO energy (alpha / beta) is -0.21708 / -0.24411 hartree. Its spin multiplicity is 5. For the energy relative to the best compared isomer or geometry (same formula, charge and spin), the calculation gives 0.010 eV. Its strongest force on any atom is 2.6 eV/Å. As for the expectation value of S²: 6.008. Its charge is -1.